Entry from the Open Molecules 2025 dataset: a 8-piece molecular cluster, C24H67O27P3S5 overall in a non-equilibrium geometry (ωB97M-V/def2-TZVPD).

Values from the calculation:
largest force on an atom = 0.089 Eh/bohr
relative energy (zero: lowest compared OMol25 entry of this formula, charge and spin) = 542.6 kJ/mol
SMILES string = CCOS(C)(=O)=O.CCOS(C)(=O)=O.CCOS(C)(=O)=O.CCOS(C)(=O)=O.CCOS(C)(=O)=O.COP(=O)(OC)OC.COP(=O)(OC)OC.COP(=O)(OC)OC
HOMO-LUMO gap = 10.35 eV

Structure (XYZ):
```
126
Properties=species:S:1:pos:R:3:forces:R:3
C 0.187844 3.351002 -3.631951 -0.184 2.186 -2.423
C 0.057570 3.996720 -5.064122 -0.109 -1.301 0.245
O 0.240631 5.447730 -4.999796 0.298 -0.134 -1.043
S 0.225976 6.217897 -6.450620 1.361 0.578 0.826
C 1.802942 5.590810 -7.218892 -1.168 1.597 0.132
O -0.928253 5.783831 -7.151301 -0.452 -0.225 -0.534
O 0.438358 7.637266 -6.191449 -0.183 -2.205 -0.023
H -0.155900 2.326401 -3.773813 0.040 0.190 0.624
H -0.473812 4.045307 -3.114009 -0.002 -0.748 0.983
H 1.228522 3.471925 -3.331202 -0.179 -0.313 0.395
H 0.727802 3.470814 -5.744062 0.620 0.606 -0.144
H -0.903479 3.710901 -5.491670 -0.304 0.619 0.220
H 2.449906 5.691703 -6.347471 0.431 -0.669 -0.433
H 2.042074 6.379826 -7.931889 0.049 0.311 0.239
H 1.772010 4.708661 -7.858389 -0.254 -0.428 0.967
C -5.016833 -1.956941 0.613823 -0.918 1.505 -0.341
C -5.079834 -0.608620 -0.253601 1.245 -2.643 1.911
O -6.283604 0.039622 0.133187 -1.952 0.545 -2.576
S -7.309902 0.509570 -1.137017 -1.824 1.804 1.979
C -7.586897 -1.032259 -2.110847 0.208 0.719 -0.108
O -8.596140 0.956084 -0.489490 3.869 -1.716 -1.781
O -6.588479 1.478163 -1.963436 -0.792 -1.828 0.896
H -4.079929 -2.483708 0.432626 -0.189 -0.064 0.209
H -5.909102 -2.545745 0.401082 0.222 -0.383 -0.877
H -5.258256 -1.782668 1.662367 0.938 0.483 0.219
H -4.205091 0.005850 -0.040673 -0.328 0.199 0.124
H -4.945951 -1.013010 -1.256914 -0.699 0.757 -0.454
H -8.082954 -0.727829 -3.032439 0.053 0.405 0.101
H -8.238619 -1.778436 -1.656333 0.343 0.295 0.549
H -6.606343 -1.415117 -2.393788 -0.159 -0.125 0.201
C -2.116626 6.326012 5.960828 -0.252 -0.355 -1.851
C -2.354935 4.979294 6.618525 -0.690 1.230 1.401
O -1.769881 3.873173 5.914159 -0.733 -1.009 0.550
S -2.632606 2.443892 6.085653 1.293 -0.455 -1.478
C -1.295436 1.222727 5.632230 -0.807 0.603 -0.259
O -3.003246 2.274429 7.477307 -0.032 0.377 -1.394
O -3.560487 2.397573 4.963366 0.627 0.251 1.998
H -2.807511 6.414171 5.122362 0.062 0.005 -0.290
H -1.120451 6.374883 5.521125 0.131 0.091 0.232
H -2.315051 7.229020 6.538136 0.173 -0.466 0.622
H -2.000550 5.116416 7.640145 0.592 -0.908 0.114
H -3.426071 4.842606 6.767126 -0.112 -0.226 -0.356
H -1.754723 0.481300 4.978446 -0.405 0.147 0.136
H -0.859595 0.705761 6.487158 -0.010 0.584 0.115
H -0.594803 1.736984 4.974397 0.139 0.144 0.382
C 1.762391 -5.435435 3.256699 -0.979 -0.035 -0.798
C 2.638946 -4.803351 4.293232 0.381 -0.878 0.966
O 2.260280 -3.443642 4.383033 0.683 2.390 0.613
S 3.149678 -2.404326 5.363415 -0.014 -2.018 -1.802
C 2.073000 -0.984976 5.208560 0.251 -0.797 -0.576
O 3.175883 -2.954180 6.687698 -0.291 0.478 -0.170
O 4.402172 -2.209797 4.678281 -0.661 0.381 0.456
H 2.091818 -5.608061 2.232110 0.957 0.177 0.226
H 0.970027 -4.702697 3.103896 -0.585 -0.397 0.206
H 1.375126 -6.396870 3.593998 -0.215 0.176 0.093
H 2.380236 -5.226219 5.263978 0.190 -0.299 0.058
H 3.702897 -4.979522 4.134901 0.124 0.456 -0.108
H 2.737205 -0.130866 5.340524 -0.403 0.104 0.536
H 1.208779 -1.169947 5.846546 0.365 0.493 0.345
H 1.699871 -0.942831 4.185286 0.222 -0.190 -0.085
C 6.862398 3.380500 6.744446 -1.022 0.469 0.143
C 6.039935 2.391248 5.844644 2.091 1.105 2.589
O 5.033606 3.181814 5.223387 -1.003 -1.425 -2.854
S 4.536650 2.556638 3.702817 -0.700 0.074 -0.882
C 5.991927 3.152269 2.727466 0.342 -0.621 0.995
O 4.427201 1.075967 3.712122 0.646 3.166 0.438
O 3.378389 3.310219 3.205666 1.912 -1.060 1.538
H 7.769176 2.985809 7.202787 -0.088 -0.431 -0.332
H 6.235501 3.719547 7.569163 -0.090 -0.029 0.071
H 7.119970 4.295995 6.211894 0.116 -0.149 -0.302
H 6.849598 1.959096 5.256604 -0.869 -0.372 -0.907
H 5.613973 1.681246 6.553537 -0.210 -0.370 -0.624
H 6.288004 4.147490 3.059091 -0.596 0.059 0.061
H 5.887605 3.134355 1.642616 -0.563 -0.251 0.259
H 6.818252 2.508470 3.028822 -0.040 -0.197 -0.207
C 1.757419 1.262174 0.978697 1.490 1.645 -0.473
O 0.629611 0.674106 0.366522 -1.853 -0.817 0.965
P -0.713984 0.071814 1.108709 -0.687 0.223 -0.255
O -1.309078 0.820950 2.257438 1.324 -1.180 -1.742
O -1.712033 -0.106277 -0.194011 0.974 -1.527 3.521
C -1.852843 0.891923 -1.139561 1.092 1.067 -1.111
O -0.344982 -1.471574 1.477036 -0.932 1.998 0.073
C 0.649059 -2.158040 0.776221 1.553 -0.554 -0.958
H 2.105422 1.009256 1.980209 -0.597 -0.832 -0.042
H 1.749859 2.352093 0.988980 -1.111 0.232 0.260
H 2.578716 1.178720 0.266938 0.173 -0.941 0.061
H -2.853243 0.939773 -1.569699 0.043 -0.346 0.110
H -1.090433 0.591697 -1.858374 -0.366 0.809 -0.787
H -1.614873 1.870753 -0.723176 -0.038 0.142 -0.099
H 0.339859 -3.160353 0.479792 -0.323 0.097 0.224
H 1.569360 -2.224764 1.356482 -0.146 -0.194 0.519
H 1.002545 -1.650071 -0.121061 -0.493 0.162 -0.225
C 0.478290 -8.070287 -3.583979 0.121 -1.605 0.462
O 0.621087 -6.644009 -3.614088 -1.003 -0.228 0.640
P -0.447054 -5.714869 -2.788460 0.480 -1.577 1.101
O -1.655073 -6.468014 -2.325369 1.772 1.667 -0.978
O 0.480527 -5.125635 -1.539858 -1.039 0.758 -2.154
C 1.334120 -5.877053 -0.742697 -0.019 -2.008 1.773
O -0.623183 -4.498809 -3.799022 -0.030 -0.217 1.536
C 0.509192 -3.702288 -4.238662 -0.260 -0.893 -1.147
H 0.086694 -8.556574 -4.477438 0.147 0.874 -0.594
H -0.165596 -8.525819 -2.831649 -0.421 1.040 0.462
H 1.418082 -8.571554 -3.352387 0.473 0.596 -0.298
H 1.130818 -6.947748 -0.762333 -0.008 -0.265 -0.800
H 1.120884 -5.746994 0.318300 -0.290 0.884 0.032
H 2.416243 -5.766458 -0.812361 -0.099 0.598 -0.891
H 0.411141 -3.739921 -5.323591 0.097 0.294 -0.008
H 1.441853 -4.226286 -4.029697 0.033 0.410 0.475
H 0.425470 -2.660207 -3.930200 0.035 -0.400 0.429
C -3.459447 0.141941 -5.326369 -0.256 0.543 0.715
O -2.218169 0.016368 -4.659245 1.838 -0.736 0.306
P -0.786643 0.002949 -5.370319 0.081 0.856 0.208
O -0.509446 1.157437 -6.258693 -0.232 -1.062 0.623
O 0.083900 -0.117221 -4.044180 -0.073 -1.013 -0.065
C 1.525236 -0.164594 -4.013768 0.048 1.003 -0.664
O -0.547341 -1.429110 -6.066751 1.034 2.018 1.631
C -1.386812 -1.800101 -7.090739 -0.872 -2.179 -1.107
H -3.839007 1.122356 -5.038602 0.093 0.387 -1.007
H -4.175195 -0.485033 -4.794657 0.180 -0.723 -0.539
H -3.285188 -0.078735 -6.379480 -0.922 0.360 0.052
H 1.999979 -0.814924 -4.748477 -0.510 -0.149 -0.287
H 1.911988 -0.483941 -3.046025 -0.614 0.228 0.162
H 1.793903 0.865619 -4.247359 0.672 -0.109 0.241
H -1.515954 -1.139583 -7.948143 0.073 0.554 0.400
H -2.321060 -2.113874 -6.625083 -0.400 0.148 -0.473
H -0.937401 -2.711143 -7.485855 -0.134 -0.081 -0.223
```
Positions in Å, forces in eV/Å.